7
Properties=species:S:1:pos:R:3:forces:R:3:mulliken_charge:R:1 method="wB97M-V/def2-TZVPD" homo_energy_ha=-0.353 gap_ev=8.812 charge=0 lumo_energy_ev=-0.80 relative_energy_kcal_mol=37.9
C 0.35172 0.14207 -0.14054 1.459 2.551 1.756 -0.474
O 2.36010 0.81867 1.82400 -1.562 -2.372 -5.772 -0.542
S 3.18794 -1.02760 -0.58293 -0.529 0.757 0.650 -0.267
S 1.14267 1.67966 -0.83066 0.084 0.204 -0.256 -0.027
S 2.03496 0.26126 0.31202 2.682 1.088 4.459 0.638
H -0.14880 0.44578 0.74370 -1.328 -0.343 0.425 0.297
H 0.04174 -0.50916 -0.86571 -0.806 -1.885 -1.261 0.374